This record from the OMol25 dataset describes C22H32N2O4 in the gas phase. The level of theory is ωB97M-V/def2-TZVPD.

Output
HOMO-LUMO gap = 9.02 eV
Energy = -34504.7601 eV
SMILES = CCOc1ccc(C(=O)NCC(=O)N2CC[C@@H]3CCCC[C@H]3C2)cc1OCC
Relative energy (zero: lowest compared OMol25 entry of this formula, charge and spin) = 35.7 kcal/mol

```
! RIJCOSX wB97M-V def2-TZVPD def2/J DEFGRID3
* xyz 0 1
O 2.70909 -2.14105 -1.26272
O 1.42680 1.35575 0.17864
O -2.75824 0.38563 2.65152
O -1.97742 -1.16806 4.92617
N 2.96360 -0.50200 -2.78428
N 2.81592 -0.33274 0.75687
C 0.30853 -1.10106 4.08882
C 3.25346 0.85536 -3.19085
C 1.96346 1.67743 -3.19534
C 1.20808 -0.74526 3.10190
C 0.73674 -0.43731 -3.75941
C 3.06558 -1.00709 -1.53987
C -3.72150 0.48378 3.68717
C 0.95038 1.03158 -4.14297
C -1.57584 -1.74911 6.14986
C -1.57585 -0.35993 -4.72080
C -1.04163 -0.77400 4.00746
C 2.08193 -1.17190 -3.72298
C -4.89322 1.28043 3.13225
C -1.48576 -0.02136 2.89984
C 0.77247 -0.03094 1.99354
C -0.56590 0.33216 1.92111
C 3.63331 -0.12336 -0.41928
C -0.38784 1.76896 -4.12808
C 1.67023 0.39608 0.88990
C -0.24133 -1.10038 -4.72632
C -1.37612 1.10831 -5.08495
C -0.97786 -0.73362 7.11911
H 2.54875 -1.17199 -4.71293
H -0.07935 -0.28259 6.70487
H 0.31385 -0.47243 -2.74906
H 3.66429 0.80722 -4.20642
H 0.17976 -1.08679 -5.73501
H -2.33308 1.63276 -5.04989
H -0.72760 -1.22512 8.05520
H 4.66310 -0.41711 -0.19998
H -2.50339 -2.15479 6.56405
H 2.17785 2.69944 -3.51225
H 1.35573 1.06589 -5.16273
H 2.80890 -1.28091 1.10294
H -0.91367 0.90812 1.07807
H -3.29165 0.99659 4.55559
H -0.39199 -2.14336 -4.44057
H -2.26341 -0.82903 -5.42773
H -0.99412 1.17895 -6.10648
H -1.69825 0.05635 7.31733
H -4.05252 -0.51350 3.99747
H 1.55760 1.71082 -2.18178
H -0.88536 -2.58383 5.97893
H -2.02019 -0.42771 -3.72560
H 0.67533 -1.66200 4.93353
H 4.01188 1.30142 -2.54997
H -0.23647 2.81305 -4.41090
H 2.24773 -1.00811 3.22228
H 1.95073 -2.20165 -3.38774
H -4.56263 2.27140 2.83303
H -5.30299 0.77612 2.26160
H -0.79269 1.75327 -3.11419
H 3.58015 0.93895 -0.64653
H -5.66733 1.37425 3.88857
*
```

Results of the Mulliken charge analysis, in e, for atoms 1 through 2: atom 1 (O): -0.72, atom 2 (O): -0.70

This record from the OMol25 dataset describes a molecular structure, C31H21BrF4N5O2PRuS at a distorted geometry. The level of theory is ωB97M-V/def2-TZVPD.

Output
HOMO-LUMO gap (spin up / spin down) = 7.25 / 6.67 eV
Energy = -147647.1531 eV
<S²> = 0.76
Relative energy (zero: lowest compared OMol25 entry of this formula, charge and spin) = 16.9 kcal/mol

```
! RIJCOSX wB97M-V def2-TZVPD def2/J DEFGRID3
* xyz 1 2
Ru 1.42831 0.20360 0.61806
Br -0.68927 -0.31160 3.91051
S 2.55456 -0.46165 2.53155
P -0.98388 -0.83048 0.58731
F -2.77754 -1.87801 5.36898
F -4.99991 -3.81930 1.72649
F -4.74900 -3.44706 4.40335
F -3.29893 -2.65759 0.03969
O 3.36311 -2.46773 -1.86341
O 2.01519 -1.42686 -0.41412
N 2.82383 1.10066 4.66355
N 0.57327 1.57854 -0.81047
N 1.20482 1.90907 1.70870
N 1.64621 2.05868 2.95014
N 3.27106 0.85758 -0.68480
C -4.02458 -3.06656 2.20760
C 3.82608 2.06003 -0.82220
C -0.25883 -3.39681 -2.55197
C 4.73048 -0.01950 -2.34707
C -4.04476 2.24795 -0.92627
C -3.31524 2.43808 0.23999
C 0.38644 1.39052 -2.11484
C 5.30392 1.23267 -2.50124
C 3.70719 -0.16090 -1.42524
C -0.44670 3.60704 -2.37556
C -3.13112 -2.45828 1.34453
C 2.99340 -1.49573 -1.24252
C -0.59565 -2.24971 -0.47247
C -2.09893 -1.64786 1.80794
C -0.24052 3.81225 -1.03246
C 2.29576 1.04242 3.44449
C -3.88339 1.08443 -1.66122
C -2.97617 0.11368 -1.25864
C -2.39515 1.48353 0.63797
C -3.89842 -2.87301 3.57297
C -0.02539 -3.32670 0.20797
C -2.21256 0.32064 -0.11469
C 0.63802 2.92495 1.12402
C 4.84430 2.29051 -1.72850
C -2.88503 -2.06449 4.06060
C 0.30164 2.78444 -0.25149
C 0.28686 -4.47316 -1.87329
C 0.41623 -4.43244 -0.49203
C -2.00080 -1.45318 3.18785
C -0.11160 2.37599 -2.94042
C -0.68183 -2.27317 -1.85793
H 3.27438 0.29248 5.05477
H -3.46652 3.32664 0.83967
H 3.44127 2.84641 -0.18363
H 0.62298 -5.34251 -2.42153
H -0.86385 4.39189 -2.99177
H 5.04542 -0.88562 -2.91064
H 0.09233 -3.28081 1.28603
H -4.47640 0.91732 -2.55100
H -4.74365 3.00614 -1.25464
H -0.24195 2.19585 -3.99729
H 2.67413 1.91398 5.23881
H 5.27177 3.27869 -1.81973
H -2.89534 -0.80282 -1.82364
H 0.64198 0.41091 -2.50235
H -1.80459 1.63646 1.53601
H -1.06481 -1.41820 -2.39942
H -0.49210 4.75127 -0.55767
H 0.87785 -5.25589 0.03561
H -0.34844 -3.42612 -3.62996
H 0.47224 3.83255 1.69116
H 6.09782 1.38591 -3.22016
*
```

Results of the Mulliken charge analysis, in e, for atoms 1 through 2: atom 1 (Ru): 0.47, atom 2 (Br): -0.06

This record from the OMol25 dataset describes C3H5N3O in the gas phase at a distorted geometry. The level of theory is ωB97M-V/def2-TZVPD.

Output
HOMO-LUMO gap = 9.22 eV
Energy = -9706.5894 eV
SMILES = O/N=C1/C=NNC1
Relative energy (zero: lowest compared OMol25 entry of this formula, charge and spin) = 92.1 kcal/mol

```
! RIJCOSX wB97M-V def2-TZVPD def2/J DEFGRID3
* xyz 0 1
O 1.75777 -1.24286 -1.07804
N 0.40603 -0.87843 -1.50696
N -1.68589 1.21182 0.49069
N -0.50060 1.21606 1.26389
C -0.15966 -0.31922 -0.51253
C -1.49158 0.36461 -0.54580
C 0.44540 0.13312 0.79177
H -2.17068 0.16878 -1.43479
H 0.61789 -0.58307 1.56728
H 1.45376 0.50869 0.56635
H -0.69926 1.10902 2.26685
H 2.02681 -1.68852 -1.86871
*
```

Results of the Mulliken charge analysis, in e, for atoms 1 through 2: atom 1 (O): -0.40, atom 2 (N): -0.54